# 1
92
Properties=species:S:1:pos:R:3:lowdin_charge:R:1 method="wB97M-V/def2-TZVPD" max_force_ev_per_a=3.4 smiles="CCSC[C@@]1(C[C@@H]2CO2)OS(=O)(=O)O[C@]1(CCN)OC(=O)c1ccccc1.CCOC(C)=O.CCOC(C)=O.CCOC(C)=O" gap_ev=8.66
C 2.6029 3.5543 -1.1595 -0.156
C 3.5502 2.4233 -1.5226 -0.523
S 3.0758 0.7818 -0.9019 0.937
C 1.2675 0.8864 -0.9788 -0.392
C 0.6094 -0.4488 -0.6593 -0.403
C 0.5612 -1.3437 -1.9293 -0.021
C 1.6296 -2.4362 -1.9823 -0.365
C 2.9083 -2.1036 -2.6396 0.004
O 1.7859 -3.0107 -3.2187 -0.057
O 1.1892 -1.1999 0.4381 -0.148
S 0.0873 -2.1014 1.1468 0.613
O -0.0355 -1.7578 2.5169 -0.197
O 0.2822 -3.4702 0.8402 -0.206
O -1.1651 -1.5170 0.3611 -0.100
C -0.8246 -0.2015 -0.1388 -0.410
C -1.0189 0.8312 0.9927 -0.066
C 0.1531 1.2016 1.9300 -0.259
N 0.0122 2.6286 2.2600 0.005
O -1.6223 0.1259 -1.2488 0.071
C -2.7547 -0.6409 -1.5318 -0.383
O -2.7591 -1.3070 -2.5205 0.179
C -3.9160 -0.5352 -0.6189 -0.132
C -4.1664 0.5748 0.1751 -0.022
C -5.2744 0.6025 1.0053 -0.062
C -6.1357 -0.4811 1.0527 -0.064
C -5.9018 -1.5812 0.2393 -0.062
C -4.8024 -1.6088 -0.5954 -0.004
H 2.3676 3.5661 -0.0941 0.066
H 1.6623 3.4711 -1.7041 0.065
H 3.0469 4.5099 -1.4326 0.073
H 4.5359 2.6400 -1.1276 0.037
H 3.6282 2.3585 -2.6072 0.074
H 0.9421 1.1787 -1.9737 0.108
H 0.9520 1.6660 -0.2966 0.050
H -0.3955 -1.8573 -1.9802 0.124
H 0.7407 -0.7633 -2.8276 0.135
H 1.6943 -3.1036 -1.1303 0.123
H 2.9559 -1.3747 -3.4319 0.105
H 3.6905 -2.8373 -2.5121 0.088
H -1.3615 1.7428 0.5103 0.118
H -1.8054 0.4289 1.6254 0.130
H 0.0409 0.6525 2.8585 0.105
H 1.1322 0.9765 1.5127 0.091
H 0.0844 3.1924 1.4206 0.055
H 0.7510 2.9148 2.8888 0.068
H -3.5107 1.4297 0.1422 0.108
H -5.4459 1.4702 1.6267 0.108
H -6.9955 -0.4719 1.7093 0.106
H -6.5810 -2.4217 0.2529 0.109
H -4.6136 -2.4583 -1.2355 0.125
O 4.9800 -4.1909 -0.9175 0.097
C 4.5366 -5.0226 -0.1726 -0.519
O 4.5821 -6.3163 -0.5415 0.005
C 4.2117 -7.3762 0.3468 -0.237
C 2.7200 -7.6360 0.3311 -0.060
C 3.8718 -4.6213 1.1234 0.024
H 4.5825 -7.1796 1.3534 0.110
H 4.7514 -8.2447 -0.0271 0.121
H 2.1571 -6.7738 0.6888 0.070
H 2.4801 -8.4895 0.9661 0.081
H 2.3891 -7.8518 -0.6844 0.085
H 2.8284 -4.3783 0.9167 0.075
H 4.3704 -3.7258 1.4846 0.094
H 3.9091 -5.3690 1.9115 0.072
O 6.0861 4.3190 -1.4442 0.100
C 7.0718 4.4907 -0.7785 -0.515
O 7.4006 3.5462 0.1222 0.004
C 8.6355 3.5575 0.8487 -0.233
C 8.5555 4.4079 2.0983 -0.063
C 7.8931 5.7536 -0.8777 0.016
H 9.4583 3.8572 0.1988 0.112
H 8.8022 2.5146 1.1116 0.124
H 8.3754 5.4567 1.8615 0.068
H 9.4877 4.3392 2.6593 0.082
H 7.7399 4.0637 2.7336 0.084
H 7.4416 6.5056 -0.2309 0.097
H 7.8420 6.1053 -1.9044 0.092
H 8.9373 5.6342 -0.6028 0.070
O -9.8385 0.5642 2.9340 0.102
C -10.1325 0.9793 1.8476 -0.534
O -10.3335 0.0903 0.8527 -0.007
C -10.8370 0.4635 -0.4343 -0.237
C -9.7348 0.9230 -1.3655 -0.061
C -10.1963 2.4602 1.5499 0.013
H -11.6293 1.2066 -0.3359 0.111
H -11.2995 -0.4445 -0.8172 0.123
H -9.2461 1.8250 -0.9969 0.068
H -10.1414 1.1341 -2.3549 0.082
H -8.9748 0.1472 -1.4587 0.080
H -9.1910 2.8047 1.3089 0.094
H -10.5303 2.9658 2.4518 0.091
H -10.8656 2.7293 0.7374 0.069

# 2
83
Properties=species:S:1:pos:R:3:lowdin_charge:R:1 method="wB97M-V/def2-TZVPD" max_force_ev_per_a=3.8 charge=+2 s_squared=9.181 gap_ev="5.16 / 3.48" multiplicity=6
N -6.8712 5.5574 -5.5013 0.059
C -6.6144 6.1621 -4.3377 -0.124
C -5.8429 5.5544 -3.3389 -0.009
C -5.2477 4.2893 -3.5889 -0.216
C -5.5489 3.6708 -4.8246 -0.013
C -6.3707 4.3449 -5.7428 -0.126
C -4.3420 3.6915 -2.6207 -0.021
Mn -0.0147 0.0035 1.3771 0.430
P 6.3778 -0.9308 0.2308 1.219
C -3.4042 2.7496 -2.9259 -0.040
C -2.5012 2.2021 -1.9478 -0.206
C -1.3101 1.5532 -2.3481 0.000
C -0.4313 1.0450 -1.3828 -0.106
C -0.7826 1.1844 -0.0470 -0.227
C -1.9181 1.8557 0.3853 -0.079
C -2.7996 2.3515 -0.5759 0.001
Br 2.3442 0.3472 1.1304 0.204
H -4.3985 4.1224 -1.6189 0.111
H -3.2567 2.4375 -3.9622 0.117
H -5.6871 6.0743 -2.3968 0.109
H -5.1652 2.6823 -5.0754 0.105
H -7.0342 7.1592 -4.1824 0.113
H -6.6251 3.8870 -6.7038 0.113
H -1.0840 1.4809 -3.4145 0.127
H -3.7218 2.8518 -0.2766 0.118
H 0.5046 0.5596 -1.6612 0.096
H -2.1417 2.0053 1.4393 0.079
P -0.3763 -2.1741 0.3076 0.916
C 5.8473 0.8211 0.4621 -0.395
C 6.9207 1.8051 -0.0094 -0.139
H 5.6337 0.9613 1.5309 0.087
H 4.9073 0.9655 -0.0875 0.047
H 6.7239 2.7994 0.4034 0.088
H 7.9180 1.4948 0.3184 0.074
H 6.9310 1.8918 -1.1001 0.080
C 5.5491 -1.3651 -1.3601 -0.367
C 6.2473 -2.5430 -2.0436 -0.143
H 5.5969 -0.4646 -1.9890 0.094
H 4.4936 -1.5852 -1.1398 0.087
H 5.9577 -2.5869 -3.0980 0.085
H 7.3375 -2.4409 -1.9975 0.076
H 5.9756 -3.4975 -1.5802 0.078
C 5.3476 -1.8883 1.4140 -0.386
C 6.0703 -2.1068 2.7428 -0.142
H 5.1175 -2.8507 0.9380 0.092
H 4.4121 -1.3294 1.5504 0.004
H 5.5153 -2.8251 3.3556 0.084
H 7.0826 -2.5022 2.5973 0.078
H 6.1490 -1.1704 3.3063 0.079
C -0.2183 -3.5698 1.4873 -0.373
C -1.3572 -4.5863 1.5269 -0.125
H -0.0641 -3.1192 2.4814 0.054
H 0.7244 -4.0706 1.2194 0.082
H -2.2872 -4.1540 1.9190 0.070
H -1.5619 -5.0162 0.5376 0.081
H -1.0738 -5.4114 2.1922 0.088
C 0.8635 -2.4905 -1.0048 -0.393
C 0.3793 -2.4974 -2.4535 -0.133
H 1.3181 -3.4623 -0.7547 0.082
H 1.6397 -1.7207 -0.8556 0.018
H -0.2358 -3.3808 -2.6685 0.086
H -0.1949 -1.5990 -2.7131 0.057
H 1.2491 -2.5360 -3.1225 0.082
C -2.0565 -2.2027 -0.3985 -0.380
C -3.1344 -1.7095 0.5742 -0.130
H -2.2600 -3.2384 -0.7212 0.090
H -2.0454 -1.5725 -1.3039 0.080
H -3.8439 -1.0632 0.0395 0.085
H -3.7014 -2.5494 0.9986 0.077
H -2.7364 -1.1137 1.4124 0.045
C -2.0735 0.9928 5.2672 -0.135
C -1.7568 -0.4821 5.5029 -0.136
C -0.8110 -0.8753 4.3759 -0.141
O -1.0211 0.0973 3.2891 -0.297
C -1.8483 1.2209 3.7775 -0.150
H -3.0914 1.2598 5.5521 0.128
H -1.3900 1.6258 5.8391 0.125
H -2.6745 -1.0770 5.4448 0.125
H -1.3076 -0.6644 6.4790 0.128
H 0.2374 -0.8122 4.6920 0.132
H -1.0169 -1.8811 3.9791 0.111
H -2.8005 1.1989 3.2299 0.121
H -1.3192 2.1597 3.5685 0.132

# 3
89
Properties=species:S:1:pos:R:3:lowdin_charge:R:1 method="wB97M-V/def2-TZVPD" de_lowest_kj_mol=40.0 max_force_ev_per_a=3.4 gap_ev=3.55
C 4.1433 -1.8712 -3.8899 -0.046
C 4.1084 -0.8759 -2.7816 -0.222
H 5.0780 -1.7970 -4.4484 0.060
H 3.3166 -1.7034 -4.5913 0.088
H 4.0801 -2.9117 -3.5442 0.088
C 5.1204 -0.0159 -2.5545 -0.121
C 6.4115 0.0276 -3.3069 -0.125
H 5.0748 0.6763 -1.7251 0.083
H 6.2908 0.2501 -4.3808 0.074
H 7.0210 -0.8921 -3.2265 0.078
H 7.0364 0.8329 -2.8901 0.063
Tl -1.9108 1.2095 0.4866 0.807
Cl -1.5482 0.3755 -2.7067 0.337
C 0.5811 1.5353 2.9942 -0.339
O -0.2583 2.0837 2.2267 -0.239
N 1.4516 2.2744 3.6979 -0.183
C 1.3932 3.7176 3.5523 -0.027
C 2.1578 1.7267 4.8431 -0.047
H 0.6588 0.4519 3.1429 0.057
H 0.7636 3.9346 2.6823 0.089
H 2.4102 4.0989 3.3941 0.095
H 0.9559 4.1677 4.4578 0.098
H 2.0847 0.6364 4.8221 0.091
H 1.7222 2.1014 5.7817 0.094
H 3.2149 2.0112 4.7938 0.085
H -6.8561 0.6532 3.4224 0.091
H -7.7692 -2.3105 2.1405 0.092
C -7.1978 0.6316 2.3836 -0.044
C -7.6320 -1.5975 1.3059 -0.048
N -6.7027 -0.5331 1.6808 -0.195
H -6.8773 1.5537 1.8924 0.096
C -5.3745 -0.6354 1.4520 -0.323
O -4.5500 0.2171 1.7649 -0.097
H -7.2105 -2.1294 0.4368 0.091
H -5.1208 -1.5715 0.9041 0.148
H -8.2824 0.5768 2.3853 0.081
H -8.6093 -1.1484 1.0695 0.089
H 0.7799 1.2666 -3.7928 0.052
H 3.4261 2.5663 -3.3689 0.090
C 0.6200 2.3522 -3.7426 -0.085
C 2.7573 3.3936 -3.0830 -0.059
N 1.4555 2.8777 -2.6817 -0.185
H -0.4250 2.5757 -3.5235 0.048
C 0.9661 3.0771 -1.4316 -0.326
O -0.1960 2.8562 -1.0942 -0.138
H 3.2258 3.9785 -2.2747 0.093
H 1.7261 3.4773 -0.7146 0.134
H 0.9593 2.8137 -4.6732 0.085
H 2.6240 4.0278 -3.9702 0.087
O 1.6593 -0.5564 -2.5373 -0.237
C 2.8500 -0.9304 -1.9191 -0.389
C 3.1004 1.1134 -0.4767 -0.058
C 3.0069 -0.2681 -0.5401 -0.165
H 2.9447 1.6666 -1.4184 0.087
C 3.5968 1.7085 0.6936 -0.079
H 2.7069 -2.0166 -1.7426 0.127
C 3.1441 -1.0606 0.6103 -0.054
H 3.7950 2.7777 0.6759 0.098
C 3.8338 0.9196 1.8112 -0.130
C 3.5536 -0.4380 1.7937 -0.109
H 3.0310 -2.1400 0.5230 0.112
H 4.2948 1.3796 2.6890 0.092
H 3.6979 -1.0545 2.6776 0.096
Si -1.2572 -1.5302 -3.5837 0.181
Cl -0.2068 -0.6757 1.2256 0.122
C -1.4387 -1.1337 -5.3696 -0.217
C -2.6226 -2.3450 -2.5406 -0.260
C 0.2564 -2.4434 -3.0888 -0.245
H -0.7722 -0.3012 -5.6028 0.026
H -2.4468 -0.8344 -5.6503 0.026
H -1.1514 -1.9792 -5.9894 0.027
H 1.1486 -1.5999 -2.9669 -0.066
H 0.5325 -3.2194 -3.8134 0.012
H 0.1271 -2.8652 -2.0800 0.021
H -2.4428 -2.1563 -1.4687 0.011
H -2.6352 -3.4310 -2.6871 0.019
H -3.6155 -1.9402 -2.7799 0.011
Se -0.1607 -2.5168 2.8082 0.858
C -1.8786 -2.1795 3.4458 -0.652
C -2.6821 -3.3387 3.6067 -0.139
C -3.7656 -3.2885 4.4835 -0.079
C -4.1500 -2.0589 5.0751 -0.069
C -3.4760 -0.8926 4.7173 -0.086
C -2.3822 -0.9177 3.8610 -0.112
H -2.3737 -4.2746 3.0985 0.104
H -4.2874 -4.2138 4.7179 0.103
H -4.9658 -2.0381 5.7898 0.102
H -3.7921 0.0726 5.1033 0.113
H -1.8710 -0.0131 3.5318 0.081

# 4
89
Properties=species:S:1:pos:R:3:lowdin_charge:R:1 method="wB97M-V/def2-TZVPD" max_force_ev_per_a=3.4 s_squared=0.751 gap_ev="5.53 / 5.44" multiplicity=2
C 2.9096 -2.1178 -2.1211 -0.050
C 2.3315 -1.4572 -3.3272 -0.239
H 3.6453 -2.8572 -2.4461 0.078
H 2.1085 -2.5950 -1.5363 0.072
H 3.3713 -1.3436 -1.4950 0.070
C 2.4026 -1.9639 -4.5878 -0.155
C 2.6770 -3.4012 -4.8994 -0.111
H 2.3499 -1.3197 -5.4754 0.102
H 2.0947 -4.0824 -4.2535 0.076
H 3.7489 -3.6521 -4.8252 0.076
H 2.3479 -3.5497 -5.9389 0.071
Yb 0.5455 -0.0688 0.2487 1.493
Cl 2.7459 1.2768 -0.0439 -0.179
C -0.3814 3.0087 0.1071 -0.248
O -0.7303 1.8015 0.1635 -0.200
N -1.2825 3.9909 -0.0988 -0.163
C -2.6844 3.6197 -0.2767 -0.022
C -0.8564 5.3589 -0.3418 -0.030
H 0.6492 3.3607 0.2610 0.134
H -2.9667 2.8407 0.4568 0.101
H -2.8846 3.2066 -1.2884 0.083
H -3.2614 4.5420 -0.1181 0.090
H -0.1825 5.6720 0.4564 0.096
H -1.7404 5.9927 -0.3598 0.087
H -0.2938 5.4394 -1.2784 0.099
H -3.4005 1.0914 4.5692 0.097
H -1.2198 2.1525 6.1998 0.100
C -2.7043 0.2447 4.4381 -0.048
C -0.9824 1.0829 6.0193 -0.027
N -1.3339 0.6928 4.6482 -0.176
H -2.7321 -0.1838 3.4344 0.078
C -0.5438 0.9654 3.5727 -0.284
O -0.7357 0.5505 2.4224 -0.131
H 0.0901 0.8862 6.1702 0.063
H 0.3505 1.5912 3.8036 0.111
H -2.9674 -0.4953 5.2078 0.086
H -1.5849 0.4809 6.7232 0.092
H -0.2846 -5.5492 3.1915 0.100
H -0.5575 -3.6160 -0.1478 0.087
C -1.1236 -4.8718 2.9712 -0.028
C -1.2531 -3.9892 0.6192 -0.025
N -0.7204 -3.8632 1.9777 -0.157
H -1.4182 -4.4061 3.9258 0.096
C 0.0576 -2.8307 2.2989 -0.229
O 0.4092 -1.9542 1.4722 -0.166
H -2.2122 -3.4399 0.5415 0.100
H 0.4052 -2.8404 3.3468 0.158
H -1.9687 -5.4656 2.6047 0.093
H -1.4220 -5.0598 0.4619 0.098
O 0.7304 -0.4764 -1.8480 -0.440
C 1.5206 -0.2006 -2.9495 -0.401
C 0.4402 0.0048 -5.3267 -0.120
C 1.0690 0.6202 -4.2260 -0.175
H 0.2722 -1.0779 -5.3153 0.038
C 0.0250 0.7637 -6.4487 -0.075
H 2.2699 0.4604 -2.4839 0.060
C 1.4606 1.9612 -4.3469 -0.035
H -0.6331 0.3461 -7.2249 0.108
C 0.3609 2.1175 -6.5200 -0.101
C 1.1319 2.6822 -5.5001 -0.088
H 2.0273 2.4076 -3.5406 0.112
H 0.0554 2.7506 -7.3535 0.098
H 1.4362 3.7144 -5.5367 0.092
Si -1.8552 -0.7187 -3.0939 0.233
Cl -1.0174 -2.5100 -3.8286 0.393
C -3.0507 -0.3155 -4.4136 -0.244
C -1.5559 1.2344 -2.8835 -0.172
C -2.2638 -1.3509 -1.3741 -0.228
H -2.8106 0.6295 -4.9368 0.042
H -3.9795 -0.2093 -3.8269 0.041
H -3.1352 -1.1290 -5.1477 0.024
H -3.3438 -1.5756 -1.5012 0.050
H -2.0848 -0.5461 -0.6542 0.011
H -1.7480 -2.2811 -1.0951 -0.025
H -1.2558 1.6967 -3.8296 0.024
H -0.8499 1.4951 -2.0804 0.002
H -2.5595 1.5970 -2.6479 0.021
Se 2.9877 0.8711 2.8897 0.453
C 2.6548 0.6304 4.6915 -0.811
C 2.3611 -0.6506 5.2118 -0.174
C 2.2738 -0.8666 6.5877 -0.129
C 2.4383 0.1857 7.5087 -0.132
C 2.6563 1.4727 6.9874 -0.130
C 2.7451 1.6978 5.6142 -0.170
H 2.2317 -1.4726 4.5080 0.069
H 2.0814 -1.8690 6.9710 0.088
H 2.3916 0.0228 8.5974 0.092
H 2.7774 2.3096 7.6740 0.093
H 2.9341 2.7031 5.2388 0.086

Calculated total energy across the listed records, respectively: -2962.40267, -5670.94397, -5382.77615, -6369.14743 Ha.